Entry from the OMol25 dataset: 6 unconnected molecules or ions with the total composition C39H90NO15 (ωB97M-V/def2-TZVPD).

Values from the calculation:
E_LUMO = 1.88 eV
HOMO level = -1.74 eV
Multiplicity = 1
Charge = -1
Kohn-Sham gap = 0.133 Eh

```
145
Properties=species:S:1:pos:R:3:forces:R:3:lowdin_charge:R:1
C 5.0842 4.3880 7.0058 -0.064 -0.199 0.239 -0.13
C 4.6843 2.9662 6.6046 -0.311 -0.010 0.114 -0.28
C 4.7869 2.6481 5.1086 0.390 -0.104 -0.047 -0.25
C 4.6418 3.8286 4.1495 -0.183 0.061 -0.009 -0.23
C 3.3074 4.6158 4.2452 -0.116 -0.272 -0.098 -0.38
N 2.3356 3.9370 5.0285 -0.019 0.088 0.094 -0.09
C 1.0455 4.5206 4.9017 0.356 -0.343 0.180 -0.55
C 0.9318 6.0105 5.2842 -0.425 -0.013 -0.009 -0.11
C 0.0644 3.7060 5.7593 -0.459 0.324 -0.284 -0.26
C -0.4632 2.4775 5.0326 -0.032 -0.288 0.424 -0.15
H 5.3672 4.4122 8.0626 0.009 0.055 -0.002 0.05
H 5.9269 4.7711 6.4280 0.016 0.034 0.012 0.06
H 4.2209 5.0439 6.8817 0.110 0.087 -0.195 0.06
H 3.6364 2.8389 6.8790 0.040 0.034 0.026 0.08
H 5.2669 2.2388 7.1822 0.099 -0.024 -0.086 0.08
H 5.7729 2.1970 4.9171 -0.009 0.033 -0.043 0.09
H 4.0464 1.8900 4.8485 -0.060 0.070 0.090 0.09
H 5.4801 4.5163 4.3026 0.027 -0.009 -0.075 0.08
H 4.7565 3.4362 3.1337 0.024 -0.032 -0.011 0.08
H 3.5619 5.6420 4.6014 0.012 0.042 0.000 0.07
H 2.9420 4.7792 3.1947 0.043 0.121 -0.035 0.08
H 0.6698 4.4394 3.8420 -0.037 0.216 -0.096 0.11
H -0.0614 6.3894 5.0062 0.015 0.033 0.019 0.05
H 1.0282 6.1183 6.3698 0.200 0.063 -0.012 0.06
H 1.6695 6.6335 4.7780 0.083 -0.047 0.068 0.04
H 0.5675 3.4220 6.6851 0.127 -0.001 -0.036 0.10
H -0.7928 4.3374 6.0368 0.001 -0.045 0.013 0.09
H -1.0768 1.8589 5.6995 0.009 -0.023 -0.048 0.06
H -1.0979 2.7554 4.1881 0.097 0.014 -0.103 0.06
H 0.3755 1.8659 4.6930 0.025 0.074 -0.114 0.05
C -3.3550 -2.7409 -0.4814 0.101 0.084 -0.120 -0.11
O -2.7838 -1.4544 -0.4340 0.089 -0.052 0.166 -0.20
C -3.6367 -0.3821 -0.0832 -0.038 0.044 -0.212 -0.19
C -3.1658 0.4093 1.1208 0.126 0.223 -0.021 -0.18
O -3.1018 -0.2853 2.3489 -0.171 -0.018 0.110 -0.11
C -2.1260 -1.2944 2.5400 -0.082 -0.185 0.027 -0.18
C -0.6740 -0.8589 2.5741 0.176 -0.025 0.038 -0.19
O -0.2079 -0.3061 1.3602 -0.227 0.015 -0.034 -0.19
C 0.3162 1.0089 1.4516 0.109 0.062 -0.043 -0.09
H -3.5281 -3.0353 -1.5221 -0.100 -0.049 0.026 0.08
H -2.6485 -3.4468 -0.0379 -0.031 -0.029 -0.011 0.08
H -4.2955 -2.7970 0.0733 0.001 0.008 0.013 0.09
H -4.6611 -0.7364 0.0796 0.034 -0.084 0.050 0.12
H -3.6522 0.3130 -0.9330 -0.148 0.080 0.056 0.12
H -3.9195 1.1862 1.2795 0.016 0.012 0.018 0.13
H -2.2302 0.9269 0.9033 0.065 -0.179 -0.054 0.11
H -2.2728 -2.1241 1.8441 0.103 0.109 -0.133 0.11
H -2.3429 -1.6877 3.5380 0.002 -0.008 -0.009 0.11
H -0.0874 -1.7652 2.7799 -0.010 0.014 0.115 0.12
H -0.5131 -0.1671 3.4067 -0.039 0.063 -0.052 0.12
H -0.0565 1.5401 2.3288 0.016 0.001 0.001 0.07
H 0.0158 1.5648 0.5607 0.007 -0.056 -0.031 0.08
H 1.4080 0.9884 1.4931 0.002 0.021 0.071 0.09
C -1.5886 -5.0163 -2.8926 -0.026 0.024 -0.046 -0.12
O -1.0651 -3.8044 -3.3836 0.160 -0.065 -0.058 -0.19
C -0.4132 -2.9678 -2.4391 -0.135 0.077 0.045 -0.19
C 1.0290 -2.6548 -2.7790 0.036 0.174 -0.064 -0.17
O 1.9308 -3.7487 -2.8140 0.127 -0.020 0.119 -0.11
C 1.8406 -4.7129 -3.8423 -0.034 -0.114 0.063 -0.19
C 2.2437 -4.2617 -5.2333 0.059 -0.059 -0.157 -0.20
O 1.4193 -3.2552 -5.7826 -0.067 0.025 0.186 -0.18
C 2.0592 -2.0458 -6.1279 -0.068 0.005 -0.071 -0.11
H -2.6711 -4.9433 -2.7482 -0.002 -0.016 0.052 0.07
H -1.3964 -5.8027 -3.6268 -0.015 0.014 -0.004 0.08
H -1.1260 -5.3088 -1.9458 0.012 -0.004 0.001 0.09
H -0.4667 -3.4008 -1.4356 0.005 -0.064 -0.020 0.12
H -0.9471 -2.0123 -2.4095 0.020 0.006 0.148 0.12
H 1.3907 -2.0278 -1.9601 0.020 0.008 -0.010 0.13
H 1.0963 -2.0530 -3.6873 -0.110 -0.151 -0.103 0.11
H 0.8652 -5.2034 -3.8564 -0.080 0.181 -0.097 0.10
H 2.5739 -5.4748 -3.5599 -0.042 -0.040 0.003 0.13
H 2.1763 -5.1448 -5.8823 0.090 -0.022 0.024 0.12
H 3.2917 -3.9413 -5.2229 -0.024 0.073 0.032 0.12
H 2.9945 -1.9063 -5.5805 0.000 0.003 -0.002 0.07
H 1.3920 -1.2183 -5.8781 -0.014 -0.013 -0.026 0.09
H 2.2621 -2.0092 -7.2026 0.095 0.017 0.014 0.09
C -4.4123 0.6920 -5.7014 -0.058 -0.024 -0.050 -0.11
O -5.5322 1.3896 -5.1985 0.110 0.160 0.047 -0.19
C -5.8831 1.1298 -3.8541 -0.050 -0.131 -0.054 -0.20
C -5.9079 2.3656 -2.9752 -0.196 0.116 0.088 -0.18
O -4.6833 3.0455 -2.7873 0.095 -0.059 0.175 -0.12
C -4.0649 3.7254 -3.8617 0.130 -0.055 -0.051 -0.18
C -4.7454 4.9923 -4.3401 0.031 0.179 -0.092 -0.20
O -6.0345 4.7909 -4.8857 -0.017 -0.210 0.087 -0.19
C -7.0900 5.4944 -4.2712 -0.004 0.014 -0.059 -0.12
H -4.7298 -0.1578 -6.3128 0.022 -0.045 0.034 0.08
H -3.8354 1.3710 -6.3324 -0.026 -0.004 -0.011 0.08
H -3.7625 0.3287 -4.9012 0.010 0.014 0.009 0.09
H -5.2184 0.3772 -3.4169 0.073 0.040 -0.024 0.11
H -6.8997 0.7168 -3.8481 0.014 -0.055 0.118 0.13
H -6.1747 2.0185 -1.9725 -0.026 -0.017 -0.010 0.13
H -6.7031 3.0473 -3.2855 0.092 0.000 -0.213 0.11
H -3.8481 3.0541 -4.6945 -0.206 0.022 -0.047 0.11
H -3.1017 4.0471 -3.4558 0.025 -0.036 -0.028 0.13
H -4.1061 5.4119 -5.1271 0.043 0.057 0.063 0.13
H -4.7810 5.7206 -3.5231 -0.059 -0.046 0.035 0.12
H -6.8521 5.7679 -3.2396 -0.003 -0.008 0.008 0.09
H -7.9723 4.8516 -4.2604 0.004 0.006 -0.033 0.08
H -7.3328 6.4015 -4.8339 0.018 0.041 0.048 0.08
C 5.8219 -0.9111 -6.0299 -0.048 0.004 -0.102 -0.11
O 4.9103 0.1661 -6.0576 0.124 0.058 0.083 -0.19
C 4.4521 0.6284 -4.7968 -0.111 -0.058 -0.078 -0.19
C 4.7300 2.0968 -4.5437 -0.146 0.123 0.017 -0.18
O 6.0891 2.4849 -4.4802 0.077 0.031 0.156 -0.11
C 6.8883 2.4811 -5.6453 0.098 -0.096 0.008 -0.18
C 6.5778 3.5395 -6.6858 0.080 0.108 -0.146 -0.20
O 5.2986 3.4204 -7.2743 -0.074 -0.141 0.147 -0.19
C 4.4448 4.5361 -7.1495 0.002 -0.011 -0.056 -0.11
H 5.3202 -1.8498 -6.2867 0.006 -0.026 0.053 0.07
H 6.5995 -0.7287 -6.7751 -0.018 -0.004 -0.008 0.08
H 6.2989 -1.0200 -5.0529 0.008 0.013 0.008 0.09
H 4.8716 0.0259 -3.9856 0.069 -0.008 -0.028 0.13
H 3.3623 0.5078 -4.7738 -0.002 -0.020 0.137 0.12
H 4.3413 2.3024 -3.5428 -0.004 0.030 -0.006 0.13
H 4.1638 2.7255 -5.2332 0.088 -0.110 -0.167 0.11
H 6.9414 1.4891 -6.0981 -0.197 0.039 -0.083 0.10
H 7.8928 2.7166 -5.2813 0.017 -0.049 -0.015 0.13
H 7.3270 3.4254 -7.4800 0.059 0.066 0.044 0.12
H 6.7120 4.5346 -6.2484 -0.077 -0.011 0.043 0.12
H 4.7143 5.1622 -6.2949 -0.006 -0.005 0.010 0.09
H 3.4256 4.1750 -7.0014 0.007 -0.010 -0.031 0.08
H 4.4652 5.1445 -8.0593 0.027 0.052 0.028 0.08
C -0.5439 -8.3789 5.2877 -0.030 -0.035 -0.052 -0.11
O -1.8591 -7.8733 5.3391 0.029 0.213 0.006 -0.19
C -2.5024 -7.9065 6.5962 -0.040 -0.152 -0.009 -0.20
C -2.9674 -6.5526 7.0987 -0.153 0.053 0.012 -0.19
O -1.9635 -5.5989 7.3794 0.044 0.028 0.171 -0.11
C -1.2221 -5.0130 6.3237 0.129 -0.051 -0.024 -0.18
C -1.9683 -4.0537 5.4192 0.021 0.165 -0.223 -0.20
O -3.0236 -4.6468 4.6853 -0.025 -0.191 0.179 -0.19
C -4.3016 -4.0738 4.8590 0.010 0.015 -0.092 -0.11
H -0.5358 -9.3923 4.8744 0.020 -0.030 0.048 0.08
H 0.0495 -7.7376 4.6333 -0.021 -0.012 -0.013 0.08
H -0.0727 -8.3941 6.2741 0.003 0.020 0.007 0.09
H -1.8582 -8.3739 7.3487 0.062 0.036 -0.022 0.12
H -3.4025 -8.5267 6.4967 0.012 -0.042 0.108 0.12
H -3.4325 -6.7470 8.0700 -0.037 0.016 -0.013 0.13
H -3.7474 -6.1434 6.4539 0.140 -0.016 -0.175 0.11
H -0.6901 -5.7672 5.7411 -0.182 -0.048 -0.095 0.11
H -0.4620 -4.4105 6.8279 0.024 -0.028 -0.005 0.13
H -1.2363 -3.6733 4.6957 0.054 0.096 0.101 0.12
H -2.3319 -3.1987 5.9982 -0.051 -0.051 0.042 0.13
H -4.3821 -3.5379 5.8085 -0.002 -0.003 0.008 0.09
H -5.0426 -4.8762 4.8525 0.016 -0.002 -0.030 0.08
H -4.5323 -3.3836 4.0417 0.000 0.058 0.039 0.08
```
Positions in Å, forces in eV/Å.

Entry from the OMol25 dataset: a single CHF2NO3 molecule (ωB97M-V/def2-TZVPD).

Values from the calculation:
SMILES string = O=[N+]([O-])C(O)(F)F
E_LUMO = -0.86 eV
HOMO level = -12.07 eV
Multiplicity = 1
Charge = 0
Energy above the lowest of the compared OMol25 structures with the same formula, charge and spin = 29.35 kcal per mole
Kohn-Sham gap = 0.412 Eh

```
8
Properties=species:S:1:pos:R:3:forces:R:3:lowdin_charge:R:1
O 0.9791 -0.5453 -1.2731 -1.577 -0.421 0.280 0.08
N -0.0945 -0.7520 -0.6905 1.292 -0.884 -1.130 -0.29
O -0.9545 -1.5340 -1.0276 0.597 1.054 0.871 0.14
C -0.1934 0.1589 0.5614 -4.030 1.881 -2.060 -0.44
O 0.9681 0.6306 0.8552 0.195 1.095 1.025 0.19
F -1.1860 1.2154 -0.1260 2.665 -2.138 1.797 -0.06
F -0.9381 -0.3415 1.5497 1.756 0.433 -1.255 0.19
H 1.4193 1.1679 0.1509 -0.899 -1.019 0.472 0.19
```
Positions in Å, forces in eV/Å.

Entry from the OMol25 dataset: 2 unconnected molecules or ions with the total composition C5H10NOS (ωB97M-V/def2-TZVPD).

Values from the calculation:
E_LUMO (alpha / beta) = -2.98 / -2.97 eV
⟨S²⟩ = 0.7529
HOMO level (alpha / beta) = -7.79 / -7.79 eV
Multiplicity = 2
Charge = 0
Energy above the lowest of the compared OMol25 structures with the same formula, charge and spin = 218.73 kcal per mole
Kohn-Sham gap (alpha / beta) = 0.177 / 0.177 Eh

```
18
Properties=species:S:1:pos:R:3:forces:R:3:lowdin_charge:R:1
C -2.7791 0.1078 2.2702 2.017 -0.824 -1.678 0.12
C 1.8905 0.8632 0.0559 0.174 -2.677 -0.394 -0.55
S 3.4394 1.3534 -0.8644 -1.524 -0.666 0.855 0.50
C -1.9456 -0.6651 1.4229 5.205 -1.315 1.167 -0.47
N -1.4983 -0.2872 -1.5810 1.782 -3.246 2.491 0.10
C -1.8672 -0.2524 -0.1097 -5.192 -2.426 -0.931 -0.13
C -0.4160 -1.3068 -1.8677 0.471 3.182 -1.424 -0.10
O -0.9912 -1.3899 1.8589 -1.916 0.588 -0.598 -0.09
H -3.4883 0.7125 1.8663 -2.229 1.422 -1.321 0.01
H -2.5604 0.3406 3.2940 0.333 -0.843 0.351 0.06
H 1.4283 1.7073 0.5111 -0.708 0.800 -0.276 -0.01
H 2.1121 0.2463 0.9726 0.556 0.423 -0.864 0.05
H -1.2364 0.5636 -0.3595 1.696 3.272 -0.174 0.13
H 1.1768 0.0924 -0.5014 1.529 2.172 0.843 0.02
H -2.9162 -0.1919 -0.2992 -1.037 1.921 0.249 0.10
H -0.2193 -1.9106 -1.0267 0.033 -1.155 0.574 0.07
H 0.5526 -0.8398 -2.2313 -0.917 -0.173 0.533 0.09
H -0.7574 -1.7252 -2.8293 -0.273 -0.457 0.594 0.10
```
Positions in Å, forces in eV/Å.

Max |F|
In order: 0.63; 4.90; 5.81
Unit: eV/A